No. 1
# C7H8N4

A molecular structure, C7H8N4 in a non-equilibrium geometry (wB97M-V/def2-TZVPD, the Open Molecules 2025 dataset).

## Properties
energy above the lowest of the compared OMol25 structures with the same formula, charge and spin = 452.70 kJ/mol
E_LUMO = 0.346 eV
frontier orbital gap = 0.3326 hartree
calculated total energy = -490.400787 Ha

Geometry as ORCA input:
```
! RIJCOSX wB97M-V def2-TZVPD def2/J DEFGRID3
* xyz 0 1
C -2.662 -0.816 0.491
C -0.806 0.636 -0.265
C 0.537 2.439 -0.022
C 1.639 1.692 0.023
C 1.522 0.287 -0.006
C 1.583 -1.947 -0.184
C 0.192 -0.222 -0.234
H -2.801 -0.180 1.252
H -2.185 -1.772 0.951
H -3.557 -1.364 0.205
H -2.286 -0.408 -1.621
H 0.590 3.436 0.078
H 2.892 2.154 0.393
H 3.506 -0.852 0.427
H 1.961 -2.793 -0.246
N -2.162 0.132 -0.528
N -0.677 1.891 -0.287
N 2.358 -0.751 -0.029
N 0.356 -1.562 -0.398
*
```

No. 2
# C16H24Cl5O16Pd

A molecular structure, C16H24Cl5O16Pd in a non-equilibrium geometry (wB97M-V/def2-TZVPD, the Open Molecules 2025 dataset).

## Properties
energy above the lowest of the compared OMol25 structures with the same formula, charge and spin = 599.15 kJ/mol
E_LUMO (spin up / spin down) = -7.109 / -8.840 eV
frontier orbital gap (spin up / spin down) = 0.1825 / 0.1189 hartree
calculated total energy = -4255.956849 Ha

Geometry as ORCA input:
```
! RIJCOSX wB97M-V def2-TZVPD def2/J DEFGRID3
* xyz 1 3
Pd -1.848 -2.704 5.750
Cl -0.683 -1.062 1.100
O -1.304 -2.122 0.373
O 0.698 -1.151 1.088
O -1.063 0.242 0.652
O -1.100 -1.121 2.489
C -1.732 -6.340 -1.717
C -2.838 -6.560 -0.607
O -2.835 -7.951 -0.397
C -2.085 -8.558 -1.252
O -1.890 -9.771 -1.353
O -1.452 -7.661 -2.039
H -0.906 -5.805 -1.248
H -2.076 -5.653 -2.490
H -3.826 -6.221 -0.916
H -2.580 -6.007 0.296
C -3.877 4.987 -2.361
C -2.853 4.127 -1.683
O -1.642 4.714 -2.185
C -1.892 5.445 -3.223
O -1.083 6.007 -3.892
O -3.218 5.661 -3.332
H -4.266 5.732 -1.667
H -4.695 4.372 -2.736
H -2.853 3.075 -1.968
H -2.931 4.290 -0.608
C 1.807 2.940 8.175
C 1.660 3.568 6.808
O 0.789 2.612 6.118
C 0.359 1.717 6.939
O -0.377 0.778 6.673
O 0.765 1.998 8.177
H 1.658 3.649 8.990
H 2.706 2.331 8.264
H 2.711 3.544 6.519
H 1.325 4.605 6.769
C 3.663 4.202 -0.819
C 2.611 3.345 -0.100
O 3.043 3.376 1.276
C 3.812 4.427 1.495
O 4.151 4.801 2.598
O 4.084 4.989 0.318
H 3.123 4.702 -1.623
H 4.481 3.640 -1.268
H 2.632 2.345 -0.534
H 1.572 3.655 -0.220
Cl 5.809 -2.459 -2.271
C 4.203 -2.413 -1.515
C 3.473 -3.682 -1.945
Cl 4.454 -5.066 -1.294
H 3.746 -1.485 -1.857
H 4.290 -2.325 -0.432
H 3.338 -3.853 -3.013
H 2.487 -3.845 -1.509
Cl -0.847 -2.487 -4.494
C -2.025 -1.303 -4.966
C -3.348 -1.444 -4.173
Cl -4.295 -2.743 -4.843
H -2.168 -1.452 -6.037
H -1.475 -0.365 -4.904
H -4.071 -0.636 -4.280
H -3.313 -1.634 -3.100
*
```

No. 3
# C2H6IPS

A single C2H6IPS molecule in a non-equilibrium geometry (wB97M-V/def2-TZVPD, the Open Molecules 2025 dataset).

## Properties
energy above the lowest of the compared OMol25 structures with the same formula, charge and spin = 39.23 kJ/mol
E_LUMO (spin up / spin down) = 0.794 / -2.704 eV
frontier orbital gap (spin up / spin down) = 0.2557 / 0.2514 hartree
calculated total energy = -1116.890823 Ha

Geometry as ORCA input:
```
! RIJCOSX wB97M-V def2-TZVPD def2/J DEFGRID3
* xyz 0 3
C 0.244 0.183 0.775
C 0.107 0.177 -0.814
P -1.404 0.234 1.616
S 1.619 0.281 -1.743
I 2.643 -1.816 -1.709
H 0.823 1.007 1.046
H 0.883 -0.743 1.150
H -0.629 -0.532 -0.977
H -0.365 1.170 -0.848
H -1.862 -0.797 0.930
H -2.061 0.836 0.574
*
```

No. 4
# C4H9NO3

A molecular structure, C4H9NO3 in a non-equilibrium geometry (wB97M-V/def2-TZVPD, the Open Molecules 2025 dataset).

## Properties
energy above the lowest of the compared OMol25 structures with the same formula, charge and spin = 623.46 kJ/mol
E_LUMO (spin up / spin down) = -0.524 / -0.406 eV
frontier orbital gap (spin up / spin down) = 0.2930 / 0.2941 hartree
calculated total energy = -438.091604 Ha

Geometry as ORCA input:
```
! RIJCOSX wB97M-V def2-TZVPD def2/J DEFGRID3
* xyz 0 1
C 1.916 -1.233 0.467
C -2.763 0.230 0.231
C 0.575 1.373 -0.576
N -0.056 0.172 -0.073
C 0.092 -1.065 -0.331
O -1.777 0.473 -0.719
O 3.030 -0.456 0.287
O -0.443 -2.109 -0.507
H 2.775 0.474 0.422
H 1.571 -1.322 1.495
H 2.106 -2.187 -0.020
H -3.682 0.766 -0.064
H -2.500 0.592 1.239
H -3.039 -0.835 0.291
H 0.003 1.858 -1.366
H 0.640 2.072 0.255
H 1.551 1.197 -1.032
*
```

No. 5
# C13H22P

2 unconnected molecules or ions with the total composition C13H22P in a non-equilibrium geometry (wB97M-V/def2-TZVPD, the Open Molecules 2025 dataset).

## Properties
E_LUMO (spin up / spin down) = -5.883 / -4.694 eV
frontier orbital gap (spin up / spin down) = 0.2502 / 0.2908 hartree
calculated total energy = -849.496243 Ha

Geometry as ORCA input:
```
! RIJCOSX wB97M-V def2-TZVPD def2/J DEFGRID3
* xyz 1 1
C -2.289 3.230 0.076
C -2.775 2.016 -0.390
C -0.926 3.388 0.382
C -1.928 1.009 -0.714
C -0.084 2.258 0.272
C -0.568 1.072 -0.393
C -0.059 -0.733 -3.034
C -1.088 -1.457 1.533
C 1.104 -2.501 1.130
C 0.954 -0.269 2.264
C 3.398 0.327 -0.503
C -0.203 -1.533 -1.717
C 0.357 -1.261 1.255
P 0.485 -0.378 -0.429
H -2.959 4.126 0.132
H -3.887 2.063 -0.620
H -0.449 4.394 0.405
H -2.261 0.220 -1.327
H 1.021 2.290 0.488
H 1.066 -0.505 -3.136
H -0.434 -1.406 -3.907
H -0.629 0.167 -2.712
H -1.707 -1.597 0.577
H -1.494 -0.719 2.140
H -1.103 -2.410 2.100
H 1.449 -2.682 2.146
H 2.033 -2.383 0.477
H 0.439 -3.364 0.701
H 0.907 -0.628 3.380
H 2.007 -0.111 1.998
H 0.189 0.538 2.285
H 3.429 1.157 0.090
H 3.461 0.419 -1.541
H 3.536 -0.587 -0.065
H 0.349 -2.448 -1.726
H -1.341 -1.700 -1.615
*
```

No. 6
# C31H17F7KN6Se

A molecular structure, C31H17F7KN6Se (wB97M-V/def2-TZVPD, the Open Molecules 2025 dataset).

## Properties
E_LUMO = 1.555 eV
frontier orbital gap = 0.1931 hartree
calculated total energy = -5220.523727 Ha

Geometry as ORCA input:
```
! RIJCOSX wB97M-V def2-TZVPD def2/J DEFGRID3
* xyz -1 1
K -0.249 -0.028 -0.110
N -1.196 4.013 2.291
C -1.201 2.869 1.564
N -0.642 1.770 1.921
C 0.087 1.728 3.103
N 0.795 0.702 3.437
N 0.838 -0.268 2.441
C 0.972 -1.452 2.883
C 1.094 -2.604 1.964
C 1.401 -3.856 2.490
C 1.549 -4.920 1.612
C 1.386 -4.697 0.256
C 1.057 -3.416 -0.172
N 0.900 -2.397 0.664
C 0.033 2.888 4.002
C 0.619 2.894 5.268
C 0.562 4.021 6.061
C -0.084 5.167 5.598
C -0.672 5.184 4.350
C -0.614 4.041 3.552
H -1.656 4.827 1.921
H -1.728 2.900 0.611
H 1.022 -1.669 3.952
H 1.534 -3.984 3.556
H 1.797 -5.907 1.984
H 1.506 -5.493 -0.466
H 0.915 -3.184 -1.224
H 1.119 1.994 5.598
H 1.020 4.022 7.041
H -0.127 6.051 6.221
H -1.178 6.069 3.983
F -3.336 4.781 -2.475
C -3.257 3.414 -2.443
C -2.118 2.806 -1.954
C -1.982 1.410 -1.862
C -3.089 0.676 -2.358
C -4.216 1.324 -2.847
F -5.302 0.609 -3.282
C -4.347 2.700 -2.895
C -3.024 -0.811 -2.394
C -3.449 -1.528 -3.519
C -3.345 -2.904 -3.537
C -2.828 -3.556 -2.426
C -2.424 -2.774 -1.359
N -2.506 -1.447 -1.336
H -1.307 3.476 -1.662
H -5.245 3.175 -3.263
H -3.834 -0.992 -4.375
H -3.654 -3.463 -4.413
H -2.726 -4.632 -2.388
H -2.001 -3.239 -0.473
F 6.991 -2.434 -3.093
C 5.752 -1.912 -3.014
C 5.556 -0.631 -2.533
F 6.620 0.094 -2.141
C 4.279 -0.107 -2.453
F 4.171 1.138 -1.967
C 3.138 -0.810 -2.848
Se 1.401 -0.085 -2.730
C 3.384 -2.101 -3.325
F 2.364 -2.888 -3.709
C 4.651 -2.649 -3.409
F 4.827 -3.904 -3.866
*
```

No. 7
# C27H29AuN3O2S

A molecular structure, C27H29AuN3O2S (wB97M-V/def2-TZVPD, the Open Molecules 2025 dataset).

## Properties
energy above the lowest of the compared OMol25 structures with the same formula, charge and spin = 0.00 kJ/mol
E_LUMO (spin up / spin down) = -11.186 / -11.185 eV
frontier orbital gap (spin up / spin down) = 0.2061 / 0.2061 hartree
calculated total energy = -1893.904596 Ha

Geometry as ORCA input:
```
! RIJCOSX wB97M-V def2-TZVPD def2/J DEFGRID3
* xyz 3 1
Au 0.181 -0.498 -0.610
C -1.903 -2.896 -0.975
C -1.251 -2.953 0.371
C -1.559 -3.932 1.312
C -0.912 -3.942 2.529
C 0.058 -2.980 2.809
C 0.343 -2.024 1.871
N -0.331 -2.025 0.672
C 1.365 -0.966 2.068
C 2.173 -0.738 3.170
C 3.066 0.331 3.116
C 3.141 1.160 1.998
C 2.303 0.886 0.930
N 1.492 -0.157 1.028
C 2.156 1.628 -0.347
C 2.880 2.750 -0.656
C 2.646 3.401 -1.866
C 1.691 2.917 -2.735
C 0.971 1.773 -2.404
C -0.092 1.201 -3.290
N 1.220 1.158 -1.238
H -2.482 -3.796 -1.167
H -1.149 -2.800 -1.760
H -2.583 -2.045 -1.031
H -2.306 -4.675 1.071
H -1.148 -4.699 3.265
H 0.578 -2.993 3.756
H 2.118 -1.363 4.051
H 3.709 0.527 3.964
H 3.831 1.992 1.977
H 3.623 3.131 0.030
H 3.212 4.288 -2.120
H 1.487 3.413 -3.674
H -0.070 1.660 -4.276
H -1.079 1.389 -2.858
H 0.036 0.122 -3.409
C 2.828 -2.280 -3.919
S 2.803 -1.905 -2.181
C 3.446 -3.433 -1.548
O 1.296 -1.948 -1.811
H 3.867 -2.460 -4.199
H 2.446 -1.418 -4.461
H 2.213 -3.161 -4.096
H 4.439 -3.571 -1.979
H 2.779 -4.244 -1.838
H 3.526 -3.353 -0.466
C -3.192 0.587 -0.816
C -2.383 1.219 0.273
O -1.165 0.929 0.397
C -2.983 2.167 1.186
C -4.349 2.471 1.100
C -4.909 3.375 1.979
C -4.116 3.986 2.943
C -2.756 3.690 3.038
C -2.192 2.787 2.167
H -2.550 0.006 -1.479
H -3.719 1.344 -1.397
H -3.950 -0.068 -0.380
H -4.983 2.009 0.356
H -5.963 3.604 1.913
H -4.559 4.700 3.626
H -2.147 4.166 3.794
H -1.138 2.553 2.228
*
```

No. 8
# C6H7N3

A single C6H7N3 molecule in a non-equilibrium geometry (wB97M-V/def2-TZVPD, the Open Molecules 2025 dataset).

## Properties
energy above the lowest of the compared OMol25 structures with the same formula, charge and spin = 355.83 kJ/mol
E_LUMO = -0.694 eV
frontier orbital gap = 0.3047 hartree
calculated total energy = -396.956741 Ha

Geometry as ORCA input:
```
! RIJCOSX wB97M-V def2-TZVPD def2/J DEFGRID3
* xyz 0 1
C -0.670 -1.314 -1.624
N -1.071 -0.834 -0.353
N -0.409 0.111 0.058
C -0.689 0.822 1.161
C 0.336 1.218 1.917
C 1.748 0.961 1.573
C 2.190 0.071 0.589
C 3.438 0.136 -0.069
N 4.399 -0.093 -0.688
H -1.329 -0.889 -2.448
H 0.485 -0.980 -1.815
H -0.740 -2.390 -1.576
H -1.703 1.212 1.278
H -0.022 1.925 2.756
H 2.457 1.657 1.991
H 1.590 -0.768 0.084
*
```

No. 9
# C4H5NO

A single C4H5NO molecule in a non-equilibrium geometry (wB97M-V/def2-TZVPD, the Open Molecules 2025 dataset).

## Properties
energy above the lowest of the compared OMol25 structures with the same formula, charge and spin = 47.47 kJ/mol
E_LUMO = 0.559 eV
frontier orbital gap = 0.4040 hartree
calculated total energy = -285.396505 Ha

Geometry as ORCA input:
```
! RIJCOSX wB97M-V def2-TZVPD def2/J DEFGRID3
* xyz 0 1
C 0.020 -0.988 -1.253
C -0.044 0.367 -0.598
O 0.222 1.397 -1.165
C -0.498 0.403 0.876
C 0.612 0.823 1.734
N 1.492 1.131 2.419
H 0.656 -0.944 -2.138
H -0.995 -1.272 -1.560
H 0.382 -1.751 -0.557
H -0.859 -0.571 1.221
H -1.313 1.129 0.974
*
```

No. 10
# C2H9NS2

2 unconnected molecules or ions with the total composition C2H9NS2 in a non-equilibrium geometry (wB97M-V/def2-TZVPD, the Open Molecules 2025 dataset).

## Properties
energy above the lowest of the compared OMol25 structures with the same formula, charge and spin = 162.97 kJ/mol
E_LUMO = -0.205 eV
frontier orbital gap = 0.3278 hartree
calculated total energy = -932.661973 Ha

Geometry as ORCA input:
```
! RIJCOSX wB97M-V def2-TZVPD def2/J DEFGRID3
* xyz 0 1
C 0.861 2.769 -0.005
S -0.629 3.393 0.511
S -0.600 3.171 2.767
H 1.713 3.501 0.050
H 0.826 2.292 -1.014
H 1.131 1.991 0.719
H -1.312 2.216 3.032
C -0.607 -3.179 -0.528
N 0.340 -2.129 -1.100
H -1.509 -3.270 -1.149
H -0.687 -2.957 0.520
H 0.011 -4.169 -0.522
H 0.596 -2.400 -2.098
H -0.136 -1.229 -1.181
*
```

No. 11
# C3H4O2

A molecular structure, C3H4O2 in a non-equilibrium geometry (wB97M-V/def2-TZVPD, the Open Molecules 2025 dataset).

## Properties
energy above the lowest of the compared OMol25 structures with the same formula, charge and spin = 430.59 kJ/mol
E_LUMO = 0.539 eV
frontier orbital gap = 0.3882 hartree
calculated total energy = -267.028778 Ha

Geometry as ORCA input:
```
! RIJCOSX wB97M-V def2-TZVPD def2/J DEFGRID3
* xyz 0 1
C -2.431 -0.215 -0.113
C -1.300 0.158 0.044
C 0.700 0.046 0.369
O 1.331 1.238 0.006
O 1.064 -1.011 -0.434
H -3.507 -0.298 -0.351
H 0.859 -0.050 1.406
H 1.315 1.409 -0.897
H 1.968 -1.277 -0.031
*
```

No. 12
# C36H46N2O10PS3SiTi

A molecular structure, C36H46N2O10PS3SiTi in a non-equilibrium geometry (wB97M-V/def2-TZVPD, the Open Molecules 2025 dataset).

## Properties
energy above the lowest of the compared OMol25 structures with the same formula, charge and spin = 39.02 kJ/mol
E_LUMO (spin up / spin down) = 4.065 / 4.065 eV
frontier orbital gap (spin up / spin down) = 0.2614 / 0.2612 hartree
calculated total energy = -4936.389505 Ha

Geometry as ORCA input:
```
! RIJCOSX wB97M-V def2-TZVPD def2/J DEFGRID3
* xyz -2 2
Ti 1.377 0.406 -0.376
O 0.691 -2.616 -2.928
S 1.395 -2.135 -1.765
O 2.469 -1.185 -1.992
O 0.481 -1.552 -0.739
C 2.154 -3.618 -1.083
C 1.616 -4.829 -1.509
C 2.183 -6.030 -1.119
C 3.310 -6.028 -0.308
C 3.847 -4.825 0.120
C 3.277 -3.614 -0.255
S 4.031 -2.116 0.420
O 4.582 -2.564 1.693
O 5.019 -1.669 -0.530
O 2.864 -1.247 0.604
H 0.760 -4.803 -2.168
H 1.750 -6.965 -1.456
H 3.767 -6.962 -0.003
H 4.706 -4.798 0.777
O 2.084 2.276 -0.409
O 3.064 1.423 -0.390
O -0.305 0.912 -4.598
S -0.243 0.467 -3.197
N 0.916 0.882 -2.383
C 2.175 -0.157 5.404
C 2.157 -0.371 3.886
C 2.003 -1.876 3.615
C 3.518 0.068 3.304
P 0.780 0.516 2.944
N 1.075 0.476 1.419
C -0.865 -0.342 3.303
C -0.950 -1.603 2.428
C -1.134 -0.711 4.764
C -1.983 0.585 2.814
C 0.737 2.314 3.533
C -0.021 3.143 2.485
C 0.112 2.552 4.911
C 2.174 2.850 3.541
H 2.958 -0.799 5.823
H 1.235 -0.428 5.884
H 2.420 0.870 5.676
H 2.914 -2.382 3.942
H 1.895 -2.073 2.549
H 1.161 -2.304 4.163
H 4.211 -0.773 3.340
H 3.951 0.895 3.865
H 3.432 0.347 2.255
H -0.375 -2.436 2.827
H -0.613 -1.405 1.412
H -2.000 -1.913 2.384
H -0.452 -1.478 5.135
H -2.149 -1.120 4.827
H -1.085 0.149 5.432
H -1.778 0.922 1.796
H -2.127 1.447 3.466
H -2.922 0.020 2.809
H -1.096 3.081 2.606
H 0.220 2.818 1.473
H 0.254 4.197 2.599
H -0.960 2.356 4.908
H 0.244 3.609 5.168
H 0.571 1.958 5.702
H 2.676 2.643 2.594
H 2.773 2.446 4.355
H 2.129 3.935 3.670
O -0.725 1.321 -0.325
Si -1.905 2.254 -0.794
C -2.621 3.483 0.495
C -3.604 3.091 1.407
C -4.099 3.961 2.370
C -3.620 5.262 2.442
C -2.659 5.684 1.534
C -2.175 4.805 0.572
C -1.545 3.421 -2.249
C -2.486 3.744 -3.227
C -2.202 4.659 -4.233
C -0.961 5.276 -4.278
C -0.007 4.964 -3.319
C -0.297 4.046 -2.322
C -3.415 1.171 -1.197
C -4.709 1.653 -1.407
C -5.767 0.796 -1.681
C -5.548 -0.575 -1.743
C -4.273 -1.077 -1.524
C -3.219 -0.212 -1.252
H -3.991 2.078 1.365
H -4.857 3.622 3.068
H -3.999 5.944 3.195
H -2.283 6.701 1.574
H -1.429 5.155 -0.132
H -3.453 3.253 -3.223
H -2.944 4.873 -4.995
H -0.730 5.978 -5.071
H 0.977 5.416 -3.365
H 0.475 3.773 -1.611
H -4.899 2.720 -1.338
H -6.762 1.196 -1.844
H -6.370 -1.248 -1.960
H -4.094 -2.145 -1.571
H -2.219 -0.601 -1.082
*
```